1.
Density functional theory data (ωB97M-V/def2-TZVPD) for a cluster of 20 separate species, C38H116O20 in total at a distorted geometry.

The LUMO energy comes out at 0.010 hartree. The calculation puts the HOMO-LUMO gap at 9.375 eV. Its energy is -3022.0424 hartree.

```
174
Properties=species:S:1:pos:R:3:lowdin_charge:R:1
C 1.14387 15.53086 -18.06077 -0.118
O 0.28821 15.96800 -17.01797 -0.146
H 1.72729 14.66273 -17.75410 0.081
H 0.49922 15.24767 -18.89284 0.085
H 1.73717 16.37026 -18.42340 0.064
H 0.91793 16.37128 -16.41598 0.021
C 3.79193 19.12623 -17.13333 -0.200
O 3.26054 20.40999 -17.11129 -0.117
H 3.06134 18.32893 -17.26995 0.059
H 4.49859 19.03881 -17.95861 0.074
H 4.37734 18.91750 -16.23789 0.056
H 2.73503 20.47332 -16.31040 -0.008
C -1.91314 18.25322 -15.71855 -0.194
O -2.21732 17.67955 -16.92987 -0.102
H -1.11464 18.98731 -15.82637 0.062
H -2.70714 18.84170 -15.25881 0.082
H -1.62924 17.46079 -15.02604 0.064
H -1.40733 17.31532 -17.29436 0.048
C 5.01025 21.30037 -13.88054 -0.161
O 5.98130 20.88502 -12.97200 -0.123
H 4.12029 21.53104 -13.29498 0.062
H 5.32086 22.24675 -14.32323 0.084
H 4.91283 20.60251 -14.71217 0.067
H 6.82084 20.79999 -13.42976 0.076
C 1.27236 16.73338 -13.98757 -0.113
O 2.05801 16.76587 -15.13687 -0.133
H 1.44154 17.70244 -13.51810 0.065
H 0.23668 16.67984 -14.32310 0.077
H 1.60132 16.00828 -13.24319 0.073
H 2.96727 16.70464 -14.83508 0.041
C -0.19796 10.15441 -9.70157 -0.069
C 1.13842 10.80373 -9.51915 -0.485
C 1.56653 11.59406 -10.77247 -0.047
O 1.03784 11.75048 -8.45282 -0.056
H -0.93465 10.85497 -10.09476 0.078
H -0.55418 9.68332 -8.78544 0.080
H -0.04029 9.40806 -10.48016 0.080
H 1.88258 10.05568 -9.24578 0.136
H 1.66243 10.99025 -11.67486 0.077
H 2.59155 11.92170 -10.59898 0.060
H 0.95468 12.46295 -11.01488 0.063
H 1.00909 11.19347 -7.67145 0.082
C 4.47155 17.11695 -12.42079 -0.047
C 5.54100 17.06169 -13.50324 -0.457
C 6.56155 15.95212 -13.25147 -0.042
O 4.83497 16.67326 -14.60949 -0.065
H 4.79487 17.32395 -11.40063 0.085
H 3.97746 16.14734 -12.35894 0.059
H 3.70907 17.88814 -12.53029 0.072
H 5.97718 18.05331 -13.62380 0.133
H 7.06128 16.05890 -12.28868 0.084
H 7.40668 16.08468 -13.92696 0.073
H 6.27709 14.93297 -13.51322 0.070
H 5.40863 16.28575 -15.27458 0.064
C -4.46185 16.03184 -13.94647 -0.054
C -5.66364 15.27167 -14.49301 -0.460
C -6.01731 15.53001 -15.90933 -0.076
O -5.43803 13.83331 -14.31799 -0.076
H -3.63122 15.79877 -14.61268 0.074
H -4.26568 15.74788 -12.91256 0.061
H -4.59140 17.11099 -14.02862 0.079
H -6.57691 15.41607 -13.91579 0.131
H -6.87773 14.97957 -16.28984 0.079
H -5.21802 15.27170 -16.60396 0.079
H -6.24199 16.56431 -16.16980 0.078
H -4.56809 13.54453 -14.60333 0.015
C 2.12536 12.25760 -15.34043 -0.030
C 3.24202 13.17954 -14.87618 -0.475
C 3.38536 13.30498 -13.37825 -0.051
O 4.47610 12.58564 -15.23177 -0.057
H 2.14144 11.96625 -16.39065 0.085
H 1.25551 12.91099 -15.27320 0.057
H 1.94963 11.40775 -14.68090 0.080
H 3.18002 14.15393 -15.36075 0.122
H 2.53163 13.72855 -12.84927 0.064
H 4.14050 14.02307 -13.05859 0.049
H 3.78744 12.40274 -12.91737 0.085
H 5.01818 13.37445 -15.30615 0.035
C -2.99297 17.83674 -11.14924 -0.029
C -2.98155 17.06340 -9.84410 -0.449
C -2.78665 15.53142 -9.88497 -0.042
O -1.83465 17.51107 -9.15287 -0.081
H -3.78322 17.49724 -11.81882 0.054
H -2.08012 18.01953 -11.71615 0.081
H -3.27887 18.82826 -10.79815 0.081
H -3.90315 17.11835 -9.26466 0.137
H -1.88822 15.20648 -10.40971 0.049
H -3.59199 14.99699 -10.38887 0.078
H -2.77764 15.20074 -8.84638 0.084
H -1.89775 18.38270 -8.75554 0.101
C 2.67212 18.50983 -20.51481 -0.041
C 2.80769 17.39965 -21.52501 -0.538
C 2.85555 17.87383 -22.97003 -0.051
O 3.95320 16.70188 -21.20249 -0.054
H 1.81062 19.14331 -20.72607 0.084
H 3.50564 19.20435 -20.61961 0.094
H 2.54816 18.12803 -19.50142 0.047
H 2.09305 16.58441 -21.41211 0.132
H 2.00142 18.50268 -23.22121 0.076
H 2.77029 17.00004 -23.61603 0.074
H 3.73255 18.46104 -23.24237 0.085
H 3.84574 15.79291 -21.49197 0.093
C 5.01083 14.30122 -9.71331 -0.039
C 5.69183 12.90412 -9.89316 -0.455
C 7.17960 13.10015 -10.15472 -0.064
O 5.67678 12.24368 -8.63388 -0.058
H 5.03860 14.91747 -10.61195 0.052
H 5.57728 14.80137 -8.92777 0.076
H 4.01480 14.25375 -9.27311 0.063
H 5.12312 12.40153 -10.67552 0.123
H 7.67072 12.12773 -10.19091 0.082
H 7.65741 13.63842 -9.33613 0.082
H 7.39600 13.60386 -11.09683 0.066
H 6.24358 12.73333 -8.03340 0.080
C -0.04857 20.86073 -10.12466 -0.010
C 1.04951 20.96498 -11.25100 -0.469
C 2.49768 20.83862 -10.76057 -0.026
O 0.91062 20.03042 -12.23167 -0.087
H 0.00161 19.87460 -9.66300 0.055
H -1.03909 21.07289 -10.52709 0.072
H 0.13605 21.58949 -9.33540 0.076
H 1.00482 21.91766 -11.77874 0.142
H 2.78983 19.78924 -10.72112 0.069
H 2.74018 21.27280 -9.79063 0.083
H 3.25977 21.25716 -11.41796 0.057
H 1.25457 19.18287 -11.94021 0.057
C -1.72986 10.98172 -13.65759 -0.031
C -2.50410 12.33252 -13.60523 -0.422
C -1.68364 13.47596 -13.11717 -0.059
O -3.04559 12.70531 -14.90283 -0.085
H -1.44140 10.54397 -12.70195 0.056
H -0.78326 11.01337 -14.19709 0.063
H -2.38286 10.25707 -14.14397 0.077
H -3.29597 12.21058 -12.86617 0.138
H -1.41435 13.40903 -12.06308 0.070
H -2.25784 14.39380 -13.24355 0.064
H -0.76834 13.65075 -13.68264 0.072
H -2.40567 13.11609 -15.48881 0.011
C 5.64033 15.72403 -17.86923 -0.024
C 6.69239 14.69678 -17.36843 -0.478
C 8.05814 15.27154 -17.63562 -0.057
O 6.46061 14.44502 -16.01957 -0.063
H 5.85414 16.74829 -17.56383 0.079
H 4.67042 15.49933 -17.42549 0.069
H 5.40144 15.55217 -18.91875 0.079
H 6.68997 13.78772 -17.96986 0.140
H 8.82890 14.71262 -17.10493 0.083
H 8.11691 16.32028 -17.34444 0.082
H 8.22070 15.25206 -18.71326 0.092
H 7.29488 14.23512 -15.59352 0.101
C 1.63340 17.34594 -8.58505 -0.051
C 1.47889 16.74723 -9.95219 -0.439
C 1.10268 15.21383 -9.96736 -0.023
O 0.55784 17.49797 -10.74920 -0.064
H 0.70386 17.35974 -8.01597 0.080
H 2.03982 18.35715 -8.60447 0.068
H 2.35699 16.92172 -7.88895 0.080
H 2.43442 16.71568 -10.47572 0.107
H 0.08646 14.98619 -9.64553 0.066
H 1.77315 14.60539 -9.36044 0.060
H 1.28286 14.94415 -11.00800 0.052
H -0.26564 17.52246 -10.25637 0.035
O -1.34153 13.45524 -16.67422 -0.012
H -1.71896 13.63081 -17.53617 0.073
H -0.68068 14.13789 -16.55804 0.024
O -0.70352 21.45102 -15.82298 -0.033
H -0.96511 22.35484 -15.64712 0.080
H -0.76224 21.36499 -16.77449 0.080
O -1.75411 20.61978 -13.28467 -0.048
H -1.53430 20.75528 -14.20638 -0.023
H -0.90748 20.53995 -12.84527 -0.012
O 1.83097 20.77804 -14.95625 -0.028
H 1.72831 20.26112 -14.15720 0.030
H 0.94197 20.86870 -15.29929 0.004
```

***

2.
Density functional theory data (ωB97M-V/def2-TZVPD) for a structure of composition C38H23F3N6O2S3Ti at a distorted geometry.

The LUMO energy (spin up / spin down) comes out at -0.145 / -0.150 hartree. The calculation puts the HOMO-LUMO gap (spin up / spin down) at 5.907 / 6.147 eV. Its spin multiplicity is 2. The charge is +1. Its energy is -4284.4527 hartree.

```
76
Properties=species:S:1:pos:R:3:mulliken_spin:R:1
Ti 0.00537 1.19088 0.20374 0.890
C -2.65697 4.84784 0.56763 0.001
C -3.85341 4.17071 0.82386 0.000
C -3.94660 2.75898 0.95596 0.003
C -2.75672 2.04875 0.78047 -0.044
N -1.55791 2.70278 0.46622 -0.010
C -1.54249 4.05487 0.43845 0.003
C -2.65291 0.54438 0.81850 0.052
C -3.87827 -0.15386 0.83603 -0.004
C -3.76339 -1.53374 1.02370 0.011
C -2.54340 -2.13954 1.26390 -0.006
C -1.40547 -1.36111 1.34534 0.009
N -1.40490 -0.00916 0.99511 -0.014
C -0.15695 -1.90177 1.99270 0.003
C 0.09271 -3.28276 1.97640 0.002
C 1.08963 -3.80856 2.78447 -0.001
C 1.91343 -2.96436 3.50624 0.000
C 1.51113 -1.62523 3.58541 0.002
N 0.58386 -1.11867 2.76884 0.008
H -2.54490 5.92951 0.63794 0.000
H -4.75748 4.76891 0.91703 0.000
H -4.78246 2.20247 1.32451 0.001
H -0.52917 4.44386 0.49321 0.000
H -4.86947 0.28346 0.57249 0.002
H -4.67760 -2.11392 1.00560 0.000
H -2.39737 -3.17341 1.54719 0.000
H -0.65325 -3.97071 1.49047 0.001
H 1.10939 -4.85434 2.91173 0.000
H 2.82488 -3.24148 3.99300 0.000
H 1.95935 -0.94959 4.32473 0.000
S -3.81977 -2.01229 -5.18361 0.000
C -5.26576 -0.98403 -5.34890 0.002
C -5.27130 0.03898 -4.40867 -0.001
C -4.22973 -0.08430 -3.44495 0.003
C -3.32574 -1.10369 -3.75961 -0.003
C -2.02388 -1.15646 -3.11352 0.009
C -1.67607 -0.02758 -2.35134 0.011
N -0.56400 -0.09162 -1.62217 0.002
C 0.36657 -1.03697 -1.88907 0.015
C 0.16353 -2.15186 -2.75241 0.014
C 1.29285 -2.98052 -3.08145 -0.016
C 2.52089 -2.76382 -2.47533 0.011
C 2.71500 -1.72308 -1.59866 -0.012
C 3.92738 -1.50035 -0.99465 0.045
C 3.99152 -0.46194 0.03347 -0.031
C 2.85112 0.26303 0.38947 0.044
N 1.55426 -0.07335 -0.07475 -0.074
C 1.58709 -0.93334 -1.18273 0.023
C 5.27946 -0.00556 0.60299 0.006
C 6.54582 -0.15420 0.06450 -0.007
C 7.58176 0.26582 0.94594 0.003
C 7.12491 0.75502 2.12224 -0.005
S 5.39905 0.52084 2.20863 -0.001
C -1.09596 -2.24877 -3.33974 0.004
H -6.00971 -1.19941 -6.06207 0.000
H -6.04985 0.83572 -4.42997 0.000
H -4.14805 0.67896 -2.65209 0.001
H -2.34195 0.81313 -2.14510 0.001
H 1.12693 -3.80526 -3.78624 -0.001
H 3.36169 -3.41558 -2.63726 0.000
H 4.87863 -1.99263 -1.25498 0.002
H 2.84051 1.05635 1.12093 0.006
H 6.83454 -0.65178 -0.87013 0.000
H 8.58654 0.16500 0.65162 0.000
H 7.64914 1.26702 2.88583 0.000
H -1.39529 -3.14150 -3.99123 0.000
F -1.09396 2.91167 3.14387 0.000
C 0.08864 2.73142 3.78243 0.000
F 0.57168 3.99417 4.00770 0.000
F -0.15611 2.07555 4.92062 0.000
C 1.17015 1.98623 2.94979 0.007
O 2.14099 1.57805 3.55317 -0.001
O 0.99726 1.91600 1.64664 0.021
S 0.46763 4.23102 -3.46425 0.023
C 0.51886 3.30223 -2.20346 0.036
N 0.57406 2.56852 -1.26240 -0.043
```